Formula: C23H22F8NO4
Source: OMol25
Level of theory: ωB97M-V/def2-TZVPD

The geometry in XYZ format:
```
58
Properties=species:S:1:pos:R:3:forces:R:3
F 2.365554 -0.933744 -4.214458 -3.418 -1.207 0.183
F 0.024829 -3.071686 -2.701611 2.146 0.789 -2.401
F -0.031062 0.650559 -4.901631 -0.174 -2.699 2.624
F 0.419212 -3.826376 -4.812669 1.297 2.437 2.881
F 0.111029 0.108505 2.949243 -0.080 1.891 -1.761
F 2.160624 -3.503920 -3.372716 -3.071 1.881 -0.983
F -1.367603 -1.108094 -4.251847 2.581 1.382 0.681
F 0.927916 -1.633351 -5.836953 0.216 0.471 3.641
O -3.956437 4.529250 0.557532 5.213 0.387 -1.492
O -3.811654 1.053534 -2.724325 3.275 -1.226 0.196
O -2.213073 2.214228 -3.883397 -0.267 -3.529 4.878
O -2.279827 3.563656 -0.680586 0.456 0.624 1.792
N 0.982594 0.034441 -0.041917 -2.444 0.945 -2.192
C -2.475126 2.275855 0.011029 0.253 -0.204 0.029
C 2.012103 -1.993297 1.220895 -0.046 -4.182 1.306
C -0.110762 1.254373 2.091479 0.335 0.396 -0.006
C 2.157427 -0.449732 0.773840 1.600 -1.755 0.037
C 0.622588 -4.155089 2.179773 1.881 0.490 -0.652
C -0.120236 -0.457353 -3.984792 -0.318 0.784 -0.912
C -1.250533 0.913079 -1.959717 1.920 -0.962 2.681
C -1.915144 5.979742 0.450055 1.012 -0.888 -1.829
C 0.920552 -2.954894 -3.791069 -0.184 -3.755 -0.175
C -0.758001 -4.784598 2.720982 0.568 0.343 0.461
C 1.009647 -0.378860 -1.445004 -3.023 1.552 -0.544
C -2.767553 4.642476 0.123477 -4.904 0.405 1.577
C 0.686810 -2.648602 1.720260 3.082 -1.686 -0.291
C -0.100719 0.851875 0.516419 -1.219 -0.471 -2.696
C -2.444358 1.427591 -2.924761 -0.268 2.916 -3.995
C 1.874303 -5.103575 2.173034 0.460 5.301 -1.746
C 1.043473 -1.475611 -4.409242 1.317 0.269 -2.943
C -0.088825 0.010070 -2.459958 -0.454 1.558 3.258
C -1.257750 1.343757 -0.437437 2.217 -1.882 -1.420
C 3.213820 -4.440923 1.662433 -3.321 1.381 0.516
C 0.939343 2.455579 2.333385 -1.059 0.697 -0.087
C 0.405017 3.413904 3.536135 -0.010 0.111 0.116
C 3.278229 -2.936840 1.203450 -2.622 -1.526 1.095
H -1.686362 6.084838 1.562533 -0.671 -0.297 -1.557
H -3.805220 0.059033 -2.792328 -0.359 1.082 0.331
H -2.427155 6.920603 0.015512 0.490 -1.787 0.958
H 1.864163 -1.042508 -1.810765 -1.182 1.136 1.031
H -1.504343 -3.979276 3.073388 1.259 -1.182 -0.736
H 0.880877 3.114324 1.379462 0.246 -1.269 1.404
H -1.140528 1.673131 2.414611 1.634 -0.985 -0.998
H 4.133819 -5.128429 1.685715 -1.394 1.549 -0.246
H -1.271954 -5.476685 1.970615 0.840 1.100 0.861
H 1.124790 3.439027 4.434363 -1.068 0.097 -1.579
H 2.021173 2.119256 2.467190 -1.626 0.330 -0.098
H -0.919432 5.882673 -0.128668 -1.455 0.213 1.059
H -0.507845 -5.420083 3.646141 -0.367 0.939 -1.403
H 3.059172 -0.431609 0.046668 -1.492 0.125 1.249
H 1.822468 -6.192483 2.506288 0.046 1.822 -0.525
H -0.611635 3.079906 3.958343 1.530 0.281 -0.731
H 4.307749 -2.564866 0.878972 -1.717 -0.414 0.459
H -2.517315 2.524040 1.123029 0.112 -0.865 -1.492
H 0.229871 4.471640 3.105584 0.522 -1.665 0.911
H -3.443765 1.755888 -0.307978 1.320 0.925 0.420
H -0.243965 -1.993135 1.741171 1.301 -1.259 0.113
H 2.429031 0.238784 1.640823 -0.916 -0.914 -1.256
```
Forces are in eV/Å.

## Properties
E_tot: -55609.29859 eV
ΔE to the lowest compared entry with this formula, charge and spin: 0.0000 eV
total charge: +1
lowest unoccupied orbital energy: -5.5 eV
SMILES: CC[C@H](F)c1c(COC(C)=O)c(C(=O)O)c(C(F)(F)C(F)(F)C(F)(F)F)c[n+]1Cc1cccc(C)c1
frontier orbital gap: 5.898 eV
E_HOMO: -11.40 eV

Results of the Löwdin charge analysis, in e, for atoms 1 through 5: F 0.0748; F 0.0964; F 0.0849; F 0.0981; F -0.0370



Formula: C23H22FN3O2
Source: OMol25
Level of theory: ωB97M-V/def2-TZVPD

The geometry in XYZ format:
```
51
Properties=species:S:1:pos:R:3:forces:R:3
F -2.672373 2.077103 3.054674 0.032 -0.013 -0.044
O 1.004492 1.774599 -2.929441 0.174 -0.031 -0.051
O -3.917094 0.721911 -1.001544 -0.466 0.191 0.209
N -1.954568 -0.371040 -0.801577 0.152 -0.387 0.083
N -0.148364 2.052247 -0.994907 0.260 0.043 -0.384
N 2.100060 1.384235 0.461432 0.322 0.043 -0.534
C 0.898866 1.543577 1.132598 -0.841 0.129 0.401
C -1.638140 -2.564136 0.251073 -0.133 0.142 -0.152
C 0.807466 1.358241 2.508108 -0.067 0.069 -0.299
C -1.257142 2.534315 -1.801714 -0.209 0.040 -0.429
C 2.163037 1.435836 -0.912411 0.669 -0.176 -0.134
C -0.240644 1.901521 0.378387 0.311 -0.065 0.828
C 0.440951 -2.196533 1.591530 0.027 -0.008 -0.015
C -2.073468 -3.353373 -0.981687 0.065 0.014 0.229
C -1.495635 1.900264 2.427409 0.236 -0.018 -0.100
C 2.595975 -1.871538 0.591907 0.105 -0.066 -0.032
C -0.387744 1.535067 3.172179 -0.218 0.067 -0.057
C 3.346155 1.153242 0.940091 0.309 0.038 0.175
C -2.765583 0.559236 -1.346746 0.449 0.008 -0.559
C 1.007656 1.744223 -1.712415 -0.429 0.106 0.030
C 3.474978 1.228436 -1.294314 -0.430 0.057 -0.028
C -0.147399 -2.331719 0.338244 -0.045 -0.123 0.094
C -2.091680 1.401948 -2.417560 -0.083 0.136 0.174
C 4.215919 1.057073 -0.120122 -0.023 0.027 0.076
C 1.799178 -1.974471 1.719698 0.001 -0.026 0.059
C 0.658815 -2.202621 -0.786952 -0.055 -0.079 0.018
C -2.351410 -1.204567 0.307123 -0.223 -0.059 0.234
C 2.019060 -1.973499 -0.660962 0.147 0.047 -0.040
C -1.446198 2.080216 1.060485 0.007 0.017 0.215
H -0.987675 -0.428935 -1.083929 -0.084 0.158 -0.090
H -2.110998 -0.705194 1.256079 -0.086 -0.059 -0.057
H -1.472960 -4.253550 -1.089524 0.025 -0.093 -0.070
H -1.441836 0.787523 -3.041774 0.018 0.037 -0.014
H 2.239434 -1.894397 2.702991 0.048 0.002 0.109
H 5.271632 0.884336 -0.051936 0.191 -0.030 0.071
H 3.659623 -1.716970 0.687603 0.059 0.015 -0.002
H -1.980618 -2.757132 -1.885666 0.016 0.011 -0.122
H 0.238139 -2.307705 -1.775874 -0.085 -0.041 -0.122
H -2.363943 2.328541 0.555819 -0.110 0.006 -0.081
H -3.435657 -1.326320 0.248817 0.091 -0.006 0.070
H 3.833690 1.219787 -2.303149 0.015 0.024 -0.224
H -1.942044 -3.122047 1.143232 0.038 0.089 -0.036
H -1.881715 3.201695 -1.209407 0.074 -0.022 0.001
H -0.811865 3.104454 -2.622716 -0.147 -0.033 0.204
H 1.683931 1.069861 3.063238 0.110 -0.044 0.060
H 3.553889 1.080254 1.987932 -0.051 -0.016 0.195
H 2.629937 -1.880875 -1.546391 0.059 0.006 -0.076
H -0.173481 -2.282992 2.476742 -0.088 -0.017 0.101
H -2.866209 1.848806 -3.040683 -0.010 -0.082 0.030
H -3.116588 -3.643260 -0.880829 -0.103 -0.021 -0.036
H -0.469844 1.394347 4.236834 -0.022 -0.010 0.121
```
Forces are in eV/Å.

## Properties
E_tot: -35492.86062 eV
ΔE to the lowest compared entry with this formula, charge and spin: 0.0000 eV
lowest unoccupied orbital energy: 0.4 eV
SMILES: C[C@H](CNC(=O)CCn1c(=O)c2cccn2c2ccc(F)cc21)c1ccccc1
frontier orbital gap: 8.731 eV
E_HOMO: -8.35 eV

Results of the Löwdin charge analysis, in e, for atoms 1 through 5: F 0.0727; O 0.0822; O 0.0634; N 0.0809; N 0.0343



Formula: C23H22GeNO2W
Source: OMol25
Level of theory: ωB97M-V/def2-TZVPD

The geometry in XYZ format:
```
50
Properties=species:S:1:pos:R:3:forces:R:3
W -0.154735 0.231897 0.009122 -1.114 1.364 1.381
Ge -2.923768 -0.190050 -0.059461 -0.023 -0.932 -0.239
O 0.368284 0.403407 2.018202 -0.135 0.028 0.039
O 1.137081 -0.190519 -0.922900 0.255 -0.874 -1.093
N -0.058446 2.298470 0.307157 -0.082 -0.460 -0.125
C -2.055312 0.712926 -3.005307 0.143 0.053 0.141
C 0.580061 1.731880 2.595271 0.025 0.321 0.058
C -1.951965 2.148774 -4.940373 -0.015 -0.015 0.035
C 0.301965 2.743508 1.527082 0.015 0.392 -0.023
C -2.543404 -2.763572 -1.395424 0.090 -0.019 0.001
C -2.757255 3.063043 -4.320757 0.005 0.040 0.023
C -5.249811 -3.250936 -1.715718 0.002 -0.021 -0.009
C -3.602508 -0.182537 1.783119 0.390 0.181 0.011
C 0.400544 4.095265 1.784295 -0.008 -0.120 0.003
C -3.386093 1.430531 -1.009069 0.474 0.262 0.059
C 0.121641 4.989885 0.761364 -0.005 0.040 -0.020
C -1.596772 0.957804 -4.273131 0.050 0.046 0.037
C -4.074609 3.782985 -2.351130 0.021 0.013 0.045
C -4.527379 3.568824 -1.078007 0.106 -0.013 -0.097
C -4.155167 2.392097 -0.393062 0.008 -0.059 -0.049
C -3.466600 -1.828186 -0.933320 0.188 -0.014 -0.079
C -3.241567 2.838448 -3.007803 -0.076 0.051 -0.004
C -2.962009 -3.934166 -2.010685 -0.069 0.031 0.015
C -2.890893 1.645771 -2.334563 -0.069 -0.105 0.036
C -4.827458 -2.082720 -1.099387 -0.026 0.075 0.046
C -0.252103 4.519885 -0.492319 -0.027 -0.010 -0.082
C -0.335316 3.164078 -0.697267 0.094 0.121 0.148
C -4.319289 -4.175181 -2.170528 0.011 -0.003 0.000
H 0.692537 4.442812 2.766240 -0.002 0.008 0.007
H -1.594057 2.327492 -5.944728 -0.007 -0.002 -0.008
H -4.343946 4.687383 -2.883388 -0.037 -0.005 0.008
H -0.471698 5.193694 -1.307662 -0.005 0.016 0.007
H -3.234994 -1.057046 2.315108 -0.054 -0.074 -0.002
H -4.516373 2.242839 0.618105 0.003 -0.003 0.004
H -1.809771 -0.232165 -2.525031 -0.104 -0.056 -0.105
H -0.618311 2.730493 -1.649293 0.001 0.008 0.001
H 1.607672 1.820752 2.946937 0.024 -0.177 -0.014
H -4.687162 -0.260142 1.702802 -0.038 -0.026 -0.020
H -5.571235 -1.372287 -0.753929 -0.001 0.004 -0.012
H -4.652872 -5.085201 -2.650270 -0.004 -0.003 -0.002
H -0.976187 0.227628 -4.775310 0.015 0.000 0.006
H 0.518069 -0.307454 2.666301 -0.007 0.041 -0.143
H -3.044376 3.976404 -4.827218 0.010 -0.008 -0.023
H -3.362157 0.710488 2.357513 -0.019 0.062 -0.009
H -0.110671 1.878946 3.425201 0.004 -0.197 0.050
H -5.167529 4.293016 -0.593308 -0.011 0.002 -0.004
H -1.475112 -2.591836 -1.283218 0.001 0.020 0.004
H -6.307208 -3.439802 -1.842175 -0.004 0.002 0.000
H 0.198078 6.053702 0.942854 0.001 0.011 -0.001
H -2.235812 -4.653927 -2.363130 0.007 0.001 -0.001
```
Forces are in eV/Å.

## Properties
E_tot: -88117.57112 eV
ΔE to the lowest compared entry with this formula, charge and spin: 0.0000 eV
total charge: +2
lowest unoccupied orbital energy (alpha / beta): -8.5 / -9.1 eV
frontier orbital gap (alpha / beta): 5.363 / 4.756 eV
spin multiplicity: 2
<S²>: 0.756
E_HOMO (alpha / beta): -13.88 / -13.86 eV

Results of the Löwdin charge analysis, in e, for atoms 1 through 5: W 1.6037; Ge 0.8602; O -0.1865; O -0.3664; N -0.0665



Formula: C23H22N2O
Source: OMol25
Level of theory: ωB97M-V/def2-TZVPD

The geometry in XYZ format:
```
48
Properties=species:S:1:pos:R:3:forces:R:3
O 2.146719 0.611298 1.906896 -0.921 -0.835 0.668
N -0.013517 5.077740 0.106168 -0.452 1.311 -0.786
N 0.270268 1.613845 2.811835 1.984 -1.056 -1.447
C -1.026377 -0.910997 2.475741 0.933 -0.793 -0.070
C 2.298252 4.528652 4.478977 0.393 0.486 0.106
C 1.672510 2.325132 5.075695 0.123 -0.326 1.435
C -1.091552 1.497656 2.810714 -1.010 0.684 0.320
C -0.052184 5.128438 2.377067 -0.006 0.192 -0.772
C -0.317331 5.715118 3.616605 -0.470 0.863 0.206
C 1.314417 2.875673 2.686003 -1.622 0.011 1.364
C 2.721700 4.766016 5.802019 -0.519 0.079 -0.866
C -0.960426 7.125896 1.232476 -0.185 -0.152 0.235
C 2.078979 2.561914 6.398252 -0.252 0.125 -0.164
C 1.696428 3.323788 4.134184 0.372 -1.171 -1.352
C 0.591340 3.921991 1.915364 1.286 -0.340 -0.632
C -0.396717 5.854816 1.201381 0.351 -0.792 0.052
C 1.225792 2.982599 -0.473806 -0.019 -0.031 -0.001
C 0.633227 3.936662 0.533651 -0.400 0.670 0.073
C 2.547892 3.811570 6.818742 0.558 -0.090 -0.752
C 2.982292 4.113724 8.235448 -0.097 0.173 0.065
C 0.984661 0.482687 2.356010 1.022 -0.849 -0.502
C 0.341257 -0.841257 2.381634 -0.329 0.746 -0.182
C -1.760275 0.286888 2.654119 0.148 1.077 0.231
C -0.233741 5.481407 -1.303498 0.193 -0.604 -0.135
C -1.198961 7.711443 2.480575 -0.062 -0.861 -0.989
C -0.891607 6.992498 3.651505 0.165 0.176 -0.109
H 2.006518 1.733896 7.092011 0.057 0.069 0.178
H -2.850859 0.247203 2.688382 0.436 0.277 0.022
H 3.159014 5.750029 5.978542 -0.045 -0.305 0.306
H 1.347915 1.323094 4.794766 0.039 0.341 0.276
H 2.205994 2.328276 2.198040 -1.653 1.256 0.580
H -1.698644 8.675720 2.466445 0.224 -0.067 0.428
H 2.351886 4.896422 8.661177 -0.036 0.064 -0.033
H 0.732995 5.632614 -1.832636 -0.562 -0.081 0.388
H -1.525439 -1.905535 2.385687 0.315 1.041 0.137
H 2.886642 3.259482 8.901925 0.016 -0.185 -0.126
H 1.010319 -1.689337 2.168420 -0.537 0.510 0.166
H -0.051027 5.224411 4.545143 -0.194 0.054 -0.144
H -0.781956 4.663086 -1.816777 0.321 0.518 0.195
H -1.075971 7.504481 4.594502 0.046 -0.366 -0.031
H -1.663700 2.450067 2.955166 0.658 -0.969 -0.083
H -1.234128 7.589168 0.288771 0.023 0.265 0.299
H 0.388018 2.494891 -1.037657 0.838 0.278 0.315
H -0.833029 6.410314 -1.429772 0.464 -0.734 0.567
H 4.015434 4.482884 8.308259 -0.239 -0.169 -0.236
H 1.901947 3.517307 -1.192638 -0.702 -0.419 0.555
H 1.831585 2.206966 0.037307 -0.501 0.372 -0.323
H 2.457411 5.303228 3.707429 -0.153 -0.444 0.566
```
Forces are in eV/Å.

## Properties
E_tot: -29235.13469 eV
ΔE to the lowest compared entry with this formula, charge and spin: 0.0000 eV
lowest unoccupied orbital energy: 0.7 eV
SMILES: Cc1ccc([C@H](c2c(C)n(C)c3ccccc23)n2ccccc2=O)cc1
frontier orbital gap: 8.375 eV
E_HOMO: -7.70 eV

Results of the Löwdin charge analysis, in e, for atoms 1 through 5: O -0.0314; N -0.0527; N 0.0476; C -0.0911; C -0.0535